The following is a DFT calculation (wB97M-V/def2-TZVPD) of C6H13N as an isolated structure.

The geometry in XYZ format:
```
20
Properties=species:S:1:pos:R:3:forces:R:3:nbo_charge:R:1
C -0.12979 -1.16915 -1.39092 -0.0416 0.0497 0.0466 -0.62
C -1.01678 -1.34111 1.00201 0.0159 0.0347 -0.0562 -0.61
C -0.31432 -0.48977 -0.04457 0.0483 0.1839 0.0354 -0.16
N -0.65449 1.62004 -1.28497 0.0571 -0.0291 -0.0174 -0.84
C -0.62502 0.91891 -0.02462 0.1117 -0.1826 0.0983 -0.16
H -0.77127 2.61700 -1.16197 -0.0175 -0.0674 0.0029 0.36
H -1.38629 1.28116 -1.89882 0.0187 0.0236 0.0629 0.36
H -1.38056 1.20734 0.71383 0.0248 -0.0343 -0.0425 0.18
H -1.09403 -1.30945 -1.89433 0.0360 0.0021 0.0244 0.20
H 0.50651 -0.57749 -2.04801 -0.0124 -0.0080 0.0266 0.23
H -1.05056 -0.83279 1.96817 0.0094 0.0062 -0.0415 0.21
H -2.04683 -1.56223 0.70268 0.0459 0.0110 0.0064 0.21
H -0.50172 -2.29473 1.14372 -0.0070 0.0385 -0.0141 0.21
H 0.31779 -2.15780 -1.26533 -0.0128 0.0389 0.0129 0.21
C 1.77953 1.33870 1.06574 0.0936 -0.3915 -0.0456 -0.33
C 2.07465 0.12442 0.96531 -0.1036 0.3885 0.0287 -0.33
H 0.91319 -0.45585 0.41073 -0.1007 0.0174 -0.0378 0.21
H 2.11201 2.31632 1.35876 -0.0469 -0.0151 -0.0181 0.24
H 0.44567 1.39765 0.56705 -0.0730 -0.0602 -0.0529 0.20
H 2.82231 -0.63119 1.11554 -0.0458 -0.0062 -0.0188 0.24
```
Forces are in eV/Å.

Net charge: 0
Gap between HOMO and LUMO (eV): 9.136
E_tot (Eh): -291.0069
ΔE to the lowest compared entry with this formula, charge and spin (kJ/mol): 398.80
E_HOMO (eV): -8.2